Record 1
The following is a quantum chemistry calculation of an isolated molecule of C3H8NO2 at a distorted geometry, from the OMol25 dataset.

Last column: Mulliken spin population.
Element x y z (Å)
C (0.34577, -0.56504, 0.54357)  0.771
C (-0.35376, 0.51870, -0.29230)  0.401
C (0.13282, 0.37392, -1.71519)  -0.071
O (-0.55592, 1.17811, -2.53548)  -0.005
O (1.02037, -0.34921, -2.08468)  -0.027
N (-0.05883, -0.59355, 2.00578)  1.202
H (0.14109, -1.55331, 0.15591)  0.064
H (1.40428, -0.32963, 0.49631)  0.189
H (-0.05338, 1.49580, 0.08147)  0.066
H (-1.43903, 0.44580, -0.27945)  -0.109
H (-0.19542, 1.14921, -3.41722)  0.005
H (-1.05880, -0.34081, 2.12677)  -0.339
H (0.50383, 0.11734, 2.56016)  -0.600
H (0.16698, -1.54733, 2.35433)  -0.547

Calculated values
Spin multiplicity: 2
E_LUMO (alpha / beta), eV: 0.6 / 0.5
Energy above the lowest of the compared OMol25 structures with the same formula, charge and spin, kJ/mol: 50.2
DFT total energy, Eh: -324.24532
Frontier orbital gap (alpha / beta), eV: 4.46 / 11.68

=====

Record 2
The following is a quantum chemistry calculation of a cluster of 2 separate species, C3H8NO2 in total at a distorted geometry, from the OMol25 dataset.

Last column: natural (NBO) charge in e.
Element x y z (Å)
C (-1.55428, 0.80348, 0.48362)  -0.465
C (2.90744, 0.02752, 0.23487)  0.318
C (-0.11113, -0.33905, -1.00349)  0.099
N (-1.01646, -0.38783, -0.15311)  0.042
O (-1.61057, -1.54393, 0.17194)  -0.491
O (1.69272, -0.19456, 0.33226)  -0.562
H (-1.75744, 0.65920, 1.55675)  0.253
H (-2.47050, 1.14853, -0.20908)  0.253
H (-0.84901, 1.59781, 0.45391)  0.248
H (-2.40521, -1.49156, 0.71768)  0.519
H (3.36963, 0.43606, 1.13141)  0.156
H (3.51001, -0.13440, -0.69944)  0.156
H (0.03512, -1.16661, -1.57037)  0.229
H (0.25969, 0.58534, -1.44695)  0.245

Calculated values
E_LUMO, eV: -3.9
Energy above the lowest of the compared OMol25 structures with the same formula, charge and spin, kJ/mol: 455.7
DFT total energy, Eh: -323.95372
Net charge: +1
Frontier orbital gap, eV: 10.67

=====

Record 3
The following is a quantum chemistry calculation of a cluster of 2 separate species, C3H8NO2 in total at a distorted geometry, from the OMol25 dataset.

Last column: natural (NBO) charge in e.
Element x y z (Å)
O (-0.87714, -1.54666, -0.79838)  -0.576
C (-0.51438, -1.99547, 0.24554)  0.655
O (-0.15987, -1.13509, 1.21550)  -0.712
H (-0.41601, -3.05892, 0.49545)  0.147
H (0.21941, -1.54499, 2.00498)  0.513
C (1.72511, 1.64585, -0.37429)  -0.434
C (-0.66199, 1.74114, 0.09647)  0.146
N (0.32785, 1.22621, -0.52066)  -0.391
H (2.32770, 0.75189, -0.28529)  0.243
H (2.04668, 2.14977, -1.29199)  0.252
H (1.82585, 2.31612, 0.47366)  0.234
H (-0.51179, 2.64776, 0.66809)  0.219
H (-1.62126, 1.25417, 0.05130)  0.240
H (0.17617, 0.24208, -0.79707)  0.464

Calculated values
E_LUMO, eV: -4.9
Energy above the lowest of the compared OMol25 structures with the same formula, charge and spin, kJ/mol: 133.2
DFT total energy, Eh: -324.07654
Net charge: +1
Frontier orbital gap, eV: 10.52

=====

Record 4
The following is a quantum chemistry calculation of the ion C3H8NO2 with charge +1 at a distorted geometry, from the OMol25 dataset.

Last column: natural (NBO) charge in e.
Element x y z (Å)
C (-0.77934, -0.36367, 0.16899)  0.036
C (0.36770, 0.30907, -0.28520)  0.593
C (-0.40857, -1.58094, 0.98682)  -0.627
N (0.15695, 1.76885, -0.64799)  -0.695
O (-0.44873, -0.35317, -1.24630)  -0.472
O (1.63222, 0.00674, -0.05449)  -0.653
H (-1.65458, 0.16277, 0.41834)  0.207
H (-0.03222, -1.19691, 1.90454)  0.244
H (0.27750, -2.07112, 0.31867)  0.222
H (-1.35248, -2.25191, 1.07950)  0.255
H (-0.20165, 2.32039, 0.16065)  0.452
H (-0.45936, 1.78975, -1.41241)  0.461
H (1.04244, 2.22485, -0.89538)  0.458
H (1.86012, -0.76469, -0.49573)  0.520

Calculated values
E_LUMO, eV: -3.8
Energy above the lowest of the compared OMol25 structures with the same formula, charge and spin, kJ/mol: 267.1
DFT total energy, Eh: -324.02553
Net charge: +1
Frontier orbital gap, eV: 12.12
SMILES: C[C@@H]1O[C@]1([NH3+])O

=====

Record 5
The following is a quantum chemistry calculation of a structure of composition C3H8NO2 at a distorted geometry, from the OMol25 dataset.

Last column: natural (NBO) charge in e.
Element x y z (Å)
O (-1.17377, -3.24822, 0.42913)  -0.569
C (-1.65314, -4.39755, 0.39425)  0.569
C (1.06824, 2.16304, 0.92203)  0.168
N (0.23049, 2.75760, -0.21901)  -0.341
C (1.08070, 2.78211, -1.37110)  -0.445
O (-0.95835, -5.55406, 0.73241)  -0.621
H (-2.63289, -4.62681, 0.03677)  0.139
H (0.54839, 1.38163, 1.42909)  0.199
H (1.08386, 2.90328, 1.62131)  0.238
H (-0.95953, -4.89329, 1.43284)  0.483
H (-0.70949, 2.42200, -0.53037)  0.428
H (2.08693, 3.10025, -0.90380)  0.237
H (0.79238, 3.43499, -2.22229)  0.258
H (1.19618, 1.77503, -1.75125)  0.258

Calculated values
E_LUMO, eV: -8.8
Energy above the lowest of the compared OMol25 structures with the same formula, charge and spin, kJ/mol: 820.3
DFT total energy, Eh: -323.81483
Net charge: +1
Frontier orbital gap, eV: 4.77

=====

Record 6
The following is a quantum chemistry calculation of a structure of composition C3H8NO2P at a distorted geometry, from the OMol25 dataset.

Last column: natural (NBO) charge in e.
Element x y z (Å)
C (2.29926, 0.17232, 0.79935)  -0.440
C (1.84150, 0.58308, -0.36592)  -0.035
C (-2.40001, -1.40008, -0.42416)  -1.145
N (0.46089, 0.98733, -0.67274)  -0.834
O (-0.77522, -0.29587, 1.44093)  -0.997
O (-2.22690, 1.35111, -0.06358)  -1.067
P (-1.57745, 0.03054, 0.05019)  2.069
H (3.34340, -0.05401, 0.91433)  0.221
H (1.47355, -0.05690, 1.54521)  0.234
H (2.51967, 0.52166, -1.25486)  0.187
H (-3.08980, -1.33267, -1.34939)  0.252
H (-1.62477, -2.24201, -0.55120)  0.220
H (0.41100, 1.84211, -0.12867)  0.417
H (-0.98609, -1.21239, 1.70293)  0.517
H (0.33098, 1.10577, -1.64244)  0.399

Calculated values
E_LUMO, eV: 0.4
Energy above the lowest of the compared OMol25 structures with the same formula, charge and spin, kJ/mol: 185.5
DFT total energy, Eh: -665.64633
Frontier orbital gap, eV: 8.95

=====

Record 7
The following is a quantum chemistry calculation of a cluster of 3 separate species, C3H8NO2S in total at a distorted geometry, from the OMol25 dataset.

Last column: Mulliken spin population.
Element x y z (Å)
O (-3.85827, 0.08098, 0.22173)  0.001
C (-2.74760, 0.24198, -0.34805)  0.006
N (-1.63604, 0.68598, 0.17026)  0.017
C (-0.41250, 0.01944, -0.21660)  -0.012
C (0.56800, -0.39821, 0.94527)  0.131
S (2.34556, -0.60535, 0.78850)  0.098
H (-2.63595, -0.14532, -1.42247)  0.000
H (1.02717, 1.62293, 0.79962)  0.821
H (0.09895, 0.74555, -0.90514)  0.011
H (-0.62324, -0.89974, -0.84358)  0.013
H (0.23015, -1.45472, 1.18221)  -0.022
H (0.30709, 0.25510, 1.78257)  -0.069
H (1.89442, 1.24387, -1.47744)  0.005
H (2.51796, -0.08438, -1.17465)  0.001
O (2.19068, 0.47166, -1.97581)  0.000

Calculated values
Spin multiplicity: 2
E_LUMO (alpha / beta), eV: 6.0 / 6.0
Energy above the lowest of the compared OMol25 structures with the same formula, charge and spin, kJ/mol: 327.8
DFT total energy, Eh: -722.35485
Net charge: -2
Frontier orbital gap (alpha / beta), eV: 5.74 / 5.77

=====

Record 8
The following is a quantum chemistry calculation of the ion C3H8NO2S with charge +1 at a distorted geometry, from the OMol25 dataset.

Last column: natural (NBO) charge in e.
Element x y z (Å)
O (1.37158, -0.56898, -1.77944)  -0.573
C (1.29340, -0.70248, -0.57550)  0.771
O (2.24965, -1.19007, 0.16101)  -0.653
C (-0.00019, -0.30300, 0.12214)  -0.172
C (-0.17880, 1.08818, 0.66360)  -0.569
S (-1.79538, 1.19933, 1.40227)  -0.032
N (-1.06337, -0.65868, -0.84183)  -0.673
H (3.14262, -1.26254, -0.21347)  0.541
H (0.05222, -0.92388, 1.02138)  0.269
H (0.68503, 1.39987, 1.24878)  0.279
H (-0.12972, 1.86835, -0.10656)  0.240
H (-1.60508, 2.17643, 2.26943)  0.186
H (-0.90023, -0.17745, -1.74973)  0.470
H (-1.13565, -1.66728, -1.00566)  0.460
H (-1.98608, -0.27780, -0.61642)  0.456

Calculated values
E_LUMO, eV: -3.6
Energy above the lowest of the compared OMol25 structures with the same formula, charge and spin, kJ/mol: 68.8
DFT total energy, Eh: -722.27510
Net charge: +1
Frontier orbital gap, eV: 9.99
SMILES: [NH3+][C@H](CS)C(=O)O